17
Properties=species:S:1:pos:R:3:forces:R:3 method="wB97M-V/def2-TZVPD" smiles=C[C@@H]1[C@H](O)C[C@@H]1O homo_ev=-10.0073 charge=0 orbital_gap_ev=10.84
C 0.547 -1.284 -1.037 0.023 0.004 -0.053
C 0.490 -0.645 0.354 0.033 -0.164 0.025
C 0.791 0.875 0.402 -0.077 -0.144 0.312
O 1.558 1.366 -0.672 -0.001 0.259 -0.002
C -0.723 1.172 0.413 -0.053 0.080 -0.062
C -0.949 -0.290 0.844 0.080 0.079 0.256
O -2.051 -0.987 0.334 -0.036 -0.003 -0.245
H -0.368 -1.850 -1.249 0.167 0.032 0.007
H 1.368 -2.003 -1.105 -0.048 0.147 0.015
H 0.699 -0.540 -1.824 -0.095 -0.097 0.111
H 1.067 -1.240 1.070 -0.111 0.105 -0.142
H 1.255 1.131 1.365 -0.044 0.018 -0.162
H 1.526 2.330 -0.632 0.090 -0.158 -0.072
H -1.107 1.977 1.050 0.083 -0.161 -0.114
H -1.075 1.324 -0.615 0.053 -0.044 0.119
H -1.027 -0.388 1.931 0.060 0.059 -0.129
H -2.001 -0.948 -0.629 -0.123 -0.014 0.136


16
Properties=species:S:1:pos:R:3:forces:R:3 method="wB97M-V/def2-TZVPD" smiles="C=C1N=CC=C(C)N1[O-]" homo_ev=-2.1662 charge=-1 orbital_gap_ev=6.22
C -0.933 0.348 0.954 -1.316 0.575 1.684
C -0.072 0.567 2.024 0.818 -1.226 -2.388
C -0.452 -0.051 -0.338 -1.787 0.569 0.766
C 1.838 -0.046 0.913 -1.540 -0.339 -1.770
C 3.086 -0.263 0.570 2.478 0.848 1.576
C -1.481 -0.151 -1.457 -1.392 -2.431 3.633
N 1.262 0.352 2.035 -0.759 0.235 -0.715
N 0.801 -0.336 -0.531 0.053 1.407 3.216
O 1.288 -0.547 -1.658 1.324 -0.750 -1.321
H -2.081 0.486 1.123 2.300 -0.249 -0.462
H -0.358 0.836 2.973 -1.485 0.809 1.957
H 3.368 -0.738 -0.276 -0.014 -1.243 -3.025
H 4.040 0.023 1.063 -1.298 0.016 0.682
H -2.057 0.681 -1.708 -0.631 1.958 0.185
H -2.327 -0.941 -1.094 2.167 1.330 -1.233
H -0.914 -0.369 -2.270 1.081 -1.508 -2.786


111
Properties=species:S:1:pos:R:3:forces:R:3 method="wB97M-V/def2-TZVPD" smiles="CC[C@H](F)[C@](O)(O[C@@H](CC(=O)I)P(O)Cl)[C@H](O[C@H](I)c1ccccn1)P(C)C.O=C1CCCO1.O=C1CCCO1.O=C1CCCO1.O=C1CCCO1.O=C1CCCO1" homo_ev=-6.6607 charge=0 orbital_gap_ev=6.67
C -4.625 1.087 1.261 0.391 0.148 -0.635
C -4.280 2.604 0.993 0.241 -0.546 1.924
C -2.791 2.931 1.430 -2.225 -1.309 -1.626
F -2.823 4.169 2.060 0.868 -0.679 -0.229
C -1.942 2.955 0.083 0.125 1.546 2.907
O -2.399 4.111 -0.612 0.262 -1.576 -1.158
O -2.262 1.733 -0.549 0.562 0.808 -0.632
C -1.455 1.316 -1.619 1.067 -2.366 -1.290
C -2.023 -0.122 -2.019 -0.265 -0.086 1.690
C -0.873 -1.109 -2.294 -0.881 0.124 0.218
O 0.058 -0.911 -2.992 0.242 0.422 -0.447
I -0.948 -3.040 -1.260 -0.193 0.301 -0.162
P -1.544 2.371 -3.183 -0.959 1.517 -0.858
O -1.667 1.379 -4.519 0.892 -0.238 1.636
Cl 0.395 3.205 -3.346 -0.540 -0.808 0.230
C -0.437 3.209 0.503 1.216 1.276 -0.225
O -0.109 2.771 1.842 0.204 -1.322 -1.040
C 0.726 1.661 1.868 0.648 0.379 1.312
I -0.321 -0.233 1.407 0.157 0.082 -0.121
C 1.294 1.445 3.305 -0.689 0.572 -2.298
C 2.678 1.221 3.379 0.742 -0.223 1.181
C 3.285 0.967 4.649 -2.565 0.257 -0.239
C 2.337 0.975 5.720 0.954 0.059 -1.109
C 0.980 1.258 5.448 -0.910 -0.020 1.760
N 0.363 1.506 4.278 3.026 -0.660 0.458
P -0.162 5.120 0.552 -1.905 1.351 0.043
C 0.474 5.649 2.229 1.069 0.205 -0.416
C 0.965 5.661 -0.833 0.455 -0.463 -0.233
H -3.919 0.605 1.974 -0.345 0.485 -0.291
H -4.510 0.539 0.303 -0.366 0.162 0.828
H -5.645 0.957 1.686 0.604 0.079 -0.575
H -4.916 3.178 1.709 0.471 -0.068 -0.739
H -4.499 2.906 -0.040 -0.028 -0.165 0.702
H -2.497 2.091 2.093 0.363 1.050 -0.053
H -3.048 3.778 -1.259 0.080 0.304 0.224
H -0.383 1.128 -1.369 -0.718 0.461 0.272
H -2.551 -0.494 -1.107 0.326 0.335 -0.678
H -2.792 -0.079 -2.820 0.718 -0.225 0.161
H -1.077 0.605 -4.427 -0.056 0.198 -0.325
H 0.338 2.842 -0.206 -0.707 -0.167 0.207
H 1.562 1.706 1.137 -0.693 0.000 0.266
H 3.294 1.237 2.465 -0.528 -0.021 0.503
H 4.355 0.754 4.782 -0.644 0.140 -0.104
H 2.662 0.763 6.751 -0.371 0.198 -0.612
H 0.305 1.282 6.331 0.481 -0.035 -0.631
H 1.583 5.756 2.186 -0.655 -0.301 0.528
H 0.124 5.004 3.058 0.347 0.144 -0.638
H 0.056 6.666 2.409 0.175 -0.748 -0.291
H 1.757 4.935 -1.123 -0.254 0.568 0.249
H 0.329 5.835 -1.733 0.329 -0.253 0.745
H 1.412 6.650 -0.588 -0.215 -0.740 0.085
O -5.818 1.995 -1.510 -0.158 -0.557 0.000
C -5.877 0.944 -2.086 0.170 0.638 -0.259
O -5.748 -0.264 -1.478 -0.085 0.181 -0.060
C -5.758 -1.308 -2.467 -0.030 -0.306 -0.127
C -6.450 -0.708 -3.674 -0.104 -0.069 -0.403
C -6.054 0.757 -3.576 -0.325 -0.464 -0.023
H -4.724 -1.594 -2.680 -0.024 0.005 0.004
H -6.289 -2.174 -2.076 0.098 0.106 0.206
H -6.164 -1.180 -4.613 0.061 -0.036 0.086
H -7.533 -0.803 -3.565 0.053 -0.024 0.021
H -5.103 0.957 -4.075 -0.036 0.129 -0.002
H -6.832 1.413 -3.961 0.252 0.234 0.040
O -3.336 -2.491 -6.275 0.031 -0.081 -0.318
C -2.216 -2.833 -6.526 -0.349 -0.007 0.415
O -1.869 -3.507 -7.652 -0.114 0.170 0.134
C -0.477 -3.860 -7.593 0.275 -0.123 -0.124
C 0.141 -2.884 -6.611 0.334 0.113 0.167
C -1.005 -2.632 -5.645 0.403 0.072 -0.388
H -0.395 -4.897 -7.257 -0.036 0.030 0.007
H -0.039 -3.777 -8.587 -0.234 -0.043 -0.043
H 1.044 -3.265 -6.135 -0.045 -0.045 -0.055
H 0.400 -1.954 -7.124 0.001 -0.062 -0.003
H -1.027 -3.367 -4.838 -0.083 0.102 0.077
H -0.978 -1.623 -5.243 -0.222 -0.129 0.163
O 3.557 -1.982 2.532 -0.021 -0.275 0.277
C 3.504 -3.030 1.949 0.225 0.434 -0.130
O 3.650 -4.234 2.557 -0.156 0.305 0.010
C 3.643 -5.281 1.567 0.318 -0.377 -0.299
C 2.934 -4.686 0.366 -0.062 0.013 -0.341
C 3.316 -3.215 0.461 -0.353 -0.447 -0.080
H 4.679 -5.556 1.343 0.032 0.158 0.020
H 3.127 -6.148 1.958 0.144 0.123 0.160
H 3.216 -5.155 -0.576 0.059 -0.028 0.077
H 1.856 -4.791 0.484 0.079 -0.050 -0.001
H 4.260 -3.005 -0.045 -0.029 0.144 0.041
H 2.527 -2.567 0.083 0.211 0.228 0.061
O 4.464 3.781 1.811 -0.101 -0.263 -0.308
C 5.481 3.163 1.698 -0.242 0.293 0.410
O 5.586 2.015 0.976 -0.090 0.181 0.038
C 6.903 1.465 1.131 0.247 -0.239 -0.046
C 7.776 2.632 1.552 0.326 0.108 0.095
C 6.805 3.490 2.350 0.421 -0.127 -0.401
H 6.864 0.679 1.890 -0.034 0.027 -0.011
H 7.228 1.027 0.188 -0.239 -0.014 -0.011
H 8.659 2.328 2.113 -0.054 -0.066 -0.037
H 8.111 3.182 0.670 -0.008 -0.053 0.027
H 6.766 3.193 3.400 -0.078 0.113 0.006
H 7.033 4.549 2.261 -0.235 0.016 0.237
O 1.128 -6.295 2.234 -0.660 -0.027 -0.144
C 0.428 -5.462 2.740 0.405 -0.194 0.285
O -0.176 -4.476 2.037 0.078 -0.273 -0.083
C -0.845 -3.578 2.939 -0.256 0.391 0.219
C -1.077 -4.382 4.202 -0.111 -0.080 0.292
C 0.128 -5.314 4.213 -0.551 0.141 0.049
H -0.202 -2.713 3.108 0.013 -0.065 -0.010
H -1.779 -3.240 2.490 0.147 -0.035 -0.210
H -1.165 -3.765 5.095 0.024 0.057 -0.094
H -1.994 -4.968 4.107 0.031 0.043 0.000
H 0.990 -4.860 4.706 0.062 -0.113 -0.050
H -0.107 -6.276 4.662 0.322 -0.038 -0.035


11
Properties=species:S:1:pos:R:3:forces:R:3 method="wB97M-V/def2-TZVPD" smiles="C=CONN" homo_ev=-8.7089 charge=0 orbital_gap_ev=9.78
N 0.569 0.621 0.416 -0.288 -0.200 0.084
N 1.950 0.724 0.465 -0.137 0.088 -0.056
C -0.860 -0.646 -0.967 -0.087 0.053 0.012
C -1.650 -1.017 0.025 0.065 0.035 0.260
O 0.209 0.181 -0.922 0.553 0.466 0.124
H 0.092 1.523 0.513 0.357 -0.243 -0.276
H 2.308 0.304 1.311 -0.100 0.075 -0.143
H 2.346 1.638 0.273 -0.199 -0.134 0.037
H -1.010 -0.956 -1.993 -0.023 -0.020 -0.017
H -1.472 -0.702 1.037 0.035 0.085 0.162
H -2.481 -1.668 -0.157 -0.176 -0.205 -0.187


It is found that the relative energy (zero: lowest compared OMol25 entry of this formula, charge and spin) values, taken in the order of the records, are 183.88; 174.24; 0.00; 396.29 kJ/mol.